No. 1
# C5H15N3

An isolated molecule of C5H15N3 (the ωB97M-V functional and the def2-TZVPD basis, the Open Molecules 2025 dataset).

Geometry as XYZ:
```
23
Properties=species:S:1:pos:R:3
C 0.300 -0.260 3.414
N 0.741 -0.246 2.035
C -0.157 0.426 1.098
C 0.573 0.776 -0.245
N -0.235 1.796 -0.968
C 0.755 -0.442 -1.142
C -0.546 -0.945 -1.768
N -0.800 -0.406 -3.124
H -0.134 -1.208 3.739
H 1.107 0.040 4.099
H -0.422 0.531 3.633
H 0.891 -1.196 1.701
H -0.992 -0.199 0.779
H -0.429 1.395 1.500
H 1.506 1.335 -0.193
H -0.415 2.609 -0.416
H -1.060 1.444 -1.445
H 1.155 -1.266 -0.547
H 1.545 -0.214 -1.861
H -1.439 -0.624 -1.218
H -0.667 -2.036 -1.777
H 0.081 -0.291 -3.611
H -1.357 -1.018 -3.683
```

Properties
orbital gap = 9.40 eV
energy above the lowest of the compared OMol25 structures with the same formula, charge and spin = 148.2 kJ/mol
HOMO level = -8.3916 eV
LUMO = 1.0 eV
SMILES = CNC[C@H](N)CCN
E_tot = -363.73065 a.u.

=====

No. 2
# C5H15N3

The ion C5H15N3 with charge +3 (the ωB97M-V functional and the def2-TZVPD basis, the Open Molecules 2025 dataset).

Geometry as XYZ:
```
23
Properties=species:S:1:pos:R:3
C -0.421 1.352 -1.558
C -1.224 1.341 -0.267
C -0.918 -0.010 0.485
C 0.410 -0.173 1.189
N 3.046 -2.625 0.348
C 2.414 -1.727 1.033
N 1.128 -1.348 0.703
N -2.669 1.549 -0.570
H -0.353 2.327 -2.076
H 0.647 1.201 -1.391
H -0.741 0.636 -2.329
H -0.868 2.092 0.442
H -1.778 -0.247 1.147
H -1.024 -0.769 -0.303
H 0.407 -0.198 2.286
H 1.089 0.739 1.009
H 2.538 -3.235 -0.301
H 3.984 -2.871 0.697
H 2.923 -1.063 1.739
H 0.595 -1.792 -0.054
H -3.040 0.836 -1.220
H -2.769 2.374 -1.181
H -3.375 1.614 0.173
```

Properties
expectation value of S² = 0.77
spin multiplicity = 2
orbital gap (spin up / spin down) = 10.38 / 5.79 eV
energy above the lowest of the compared OMol25 structures with the same formula, charge and spin = 104.1 kJ/mol
HOMO level (spin up / spin down) = -23.4786 / -23.4618 eV
LUMO (spin up / spin down) = -13.1 / -17.7 eV
E_tot = -362.52160 a.u.
total charge = +3

=====

No. 3
# C5H15N5O10

A cluster of 5 separate species, C5H15N5O10 in total (the ωB97M-V functional and the def2-TZVPD basis, the Open Molecules 2025 dataset).

Geometry as XYZ:
```
35
Properties=species:S:1:pos:R:3
C -31.133 -15.518 4.803
N -32.422 -16.251 4.936
O -33.447 -15.599 5.033
O -32.352 -17.458 4.926
H -30.633 -15.891 3.915
H -30.566 -15.719 5.705
H -31.346 -14.462 4.709
C -36.282 -11.345 8.223
N -35.089 -12.200 8.375
O -34.007 -11.656 8.425
O -35.274 -13.390 8.487
H -37.120 -11.968 7.938
H -36.052 -10.556 7.519
H -36.498 -10.917 9.201
C -36.017 -14.229 11.693
N -37.218 -14.545 10.862
O -37.563 -15.698 10.783
O -37.787 -13.600 10.350
H -35.927 -15.026 12.423
H -36.306 -13.338 12.244
H -35.159 -14.086 11.054
C -28.249 -9.980 8.282
N -28.590 -9.557 9.664
O -27.678 -9.161 10.365
O -29.743 -9.651 10.009
H -27.763 -9.159 7.772
H -29.160 -10.297 7.784
H -27.593 -10.844 8.358
C -32.298 -14.225 9.338
N -31.309 -13.327 8.695
O -30.857 -13.672 7.617
O -30.986 -12.328 9.290
H -31.800 -14.877 10.052
H -32.751 -14.835 8.566
H -33.044 -13.623 9.833
```

Properties
orbital gap = 10.79 eV
energy above the lowest of the compared OMol25 structures with the same formula, charge and spin = 20.6 kJ/mol
HOMO level = -10.8861 eV
LUMO = -0.1 eV
SMILES = C[N+](=O)[O-].C[N+](=O)[O-].C[N+](=O)[O-].C[N+](=O)[O-].C[N+](=O)[O-]
E_tot = -1225.20668 a.u.

=====

No. 4
# C5H15N5O2

A cluster of 2 separate species, C5H15N5O2 in total (the ωB97M-V functional and the def2-TZVPD basis, the Open Molecules 2025 dataset).

Geometry as XYZ:
```
27
Properties=species:S:1:pos:R:3
C -0.527 -1.939 0.107
C -2.392 -2.596 2.713
C 0.899 2.282 -2.190
C 2.572 3.013 -0.690
C -0.832 -1.094 1.337
N -0.284 -1.814 -2.256
N -0.415 -1.201 -1.041
N -1.572 -1.493 2.427
N -0.300 0.125 1.394
N 1.453 2.083 -0.884
O -0.531 1.036 2.263
O -0.679 -3.137 0.085
H -3.454 -2.299 2.861
H -2.280 -3.372 1.963
H -2.184 -3.141 3.641
H 0.155 3.129 -2.450
H 1.676 2.447 -2.900
H 0.384 1.301 -2.437
H 3.484 2.561 -1.087
H 2.480 4.030 -1.156
H 2.871 3.150 0.425
H -0.865 -2.702 -2.236
H 0.725 -2.026 -2.437
H -0.342 -0.257 -1.180
H -1.222 -0.814 3.221
H 0.429 0.491 0.704
H 0.748 2.237 -0.196
```

Properties
orbital gap (spin up / spin down) = 8.45 / 8.45 eV
energy above the lowest of the compared OMol25 structures with the same formula, charge and spin = 0.0 kJ/mol
HOMO level (spin up / spin down) = -7.7517 / -7.7496 eV
LUMO (spin up / spin down) = 0.7 / 0.7 eV
E_tot = -623.62035 a.u.

=====

No. 5
# C5H15N5O6S

A cluster of 3 separate species, C5H15N5O6S in total (the ωB97M-V functional and the def2-TZVPD basis, the Open Molecules 2025 dataset).

Geometry as XYZ:
```
32
Properties=species:S:1:pos:R:3
N 2.241 -0.053 2.336
C 2.512 -1.457 2.479
O 3.639 -1.858 2.600
C 1.328 -2.402 2.479
C 0.552 -2.301 3.806
O -0.848 -2.543 3.616
S -1.723 -1.145 3.523
O -2.949 -1.406 4.229
O -2.124 -1.221 1.964
H 1.597 0.275 3.047
H 1.809 0.112 1.431
H 1.717 -3.412 2.344
H 0.671 -2.152 1.644
H 0.683 -1.301 4.239
H 0.948 -3.006 4.535
H -1.332 -0.880 1.486
C -0.480 -0.632 -0.977
O -0.092 -0.468 0.185
N -0.151 0.216 -1.972
N -1.271 -1.688 -1.314
H -0.454 0.111 -2.921
H 0.428 1.005 -1.754
H -1.535 -2.327 -0.586
H -1.604 -1.848 -2.246
C -0.287 3.326 -4.147
O 0.092 2.202 -3.845
N -1.445 3.856 -3.658
N 0.422 4.128 -4.990
H -1.775 4.773 -3.889
H -1.983 3.287 -3.032
H 1.279 3.761 -5.361
H 0.134 5.052 -5.250
```

Properties
orbital gap = 9.83 eV
HOMO level = -9.6314 eV
LUMO = 0.2 eV
E_tot = -1323.00277 a.u.

=====

No. 6
# C5H15NO

A cluster of 2 separate species, C5H15NO in total (the ωB97M-V functional and the def2-TZVPD basis, the Open Molecules 2025 dataset).

Geometry as XYZ:
```
22
Properties=species:S:1:pos:R:3
C 2.015 -0.794 0.299
C 0.526 -0.485 0.419
C 0.154 0.960 0.012
C -1.376 1.089 -0.008
C 0.731 1.967 1.012
N 2.513 -0.784 -1.045
H 2.228 -1.744 0.801
H 2.630 -0.076 0.839
H -0.074 -1.212 -0.132
H 0.158 -0.522 1.454
H 0.498 1.188 -0.992
H -1.694 1.924 -0.626
H -1.851 1.089 0.976
H -1.810 0.202 -0.466
H 0.500 3.003 0.761
H 1.800 1.789 1.114
H 0.254 1.819 1.982
H 2.031 -1.294 -1.737
H 2.762 0.094 -1.470
H -4.560 -1.534 -0.914
H -3.006 -1.389 -1.005
O -3.724 -1.821 -0.512
```

Properties
expectation value of S² = 0.75
spin multiplicity = 2
orbital gap (spin up / spin down) = 2.49 / 9.70 eV
energy above the lowest of the compared OMol25 structures with the same formula, charge and spin = 35.1 kJ/mol
HOMO level (spin up / spin down) = 1.1407 / -6.1697 eV
LUMO (spin up / spin down) = 3.6 / 3.5 eV
E_tot = -329.43980 a.u.
total charge = -1

=====

No. 7
# C5H15NO

A cluster of 2 separate species, C5H15NO in total (the ωB97M-V functional and the def2-TZVPD basis, the Open Molecules 2025 dataset).

Geometry as XYZ:
```
22
Properties=species:S:1:pos:R:3
C -1.208 0.242 -1.037
N -0.252 -0.549 -0.271
C 1.076 0.134 -0.227
C 1.756 0.037 -1.618
C -0.662 -0.705 1.123
C -2.667 -0.096 -0.701
H -1.193 0.147 -2.131
H -1.001 1.336 -0.959
H 1.544 -0.416 0.574
H 0.910 1.182 0.067
H 1.107 0.726 -2.164
H 2.736 0.493 -1.549
H 1.669 -0.958 -2.055
H -0.916 0.271 1.589
H 0.162 -1.145 1.683
H -1.463 -1.437 1.267
H -3.378 0.447 -1.337
H -2.870 -1.141 -0.963
H -2.976 0.153 0.305
H 2.903 1.110 2.602
H 2.013 0.024 3.248
O 2.710 0.143 2.554
```

Properties
expectation value of S² = 0.75
spin multiplicity = 2
orbital gap (spin up / spin down) = 2.50 / 8.82 eV
energy above the lowest of the compared OMol25 structures with the same formula, charge and spin = 101.7 kJ/mol
HOMO level (spin up / spin down) = 1.0214 / -5.3994 eV
LUMO (spin up / spin down) = 3.5 / 3.4 eV
E_tot = -329.41445 a.u.
total charge = -1

=====

No. 8
# C5H15NO

A cluster of 2 separate species, C5H15NO in total (the ωB97M-V functional and the def2-TZVPD basis, the Open Molecules 2025 dataset).

Geometry as XYZ:
```
22
Properties=species:S:1:pos:R:3
C 0.182 2.581 0.345
C 0.049 1.129 0.922
C -0.299 0.268 -0.327
C -1.777 0.386 -0.619
N 0.091 -1.244 -0.002
C 0.320 -1.983 -1.197
H -0.768 3.042 0.022
H 0.757 3.222 1.124
H 0.940 2.545 -0.449
H -0.768 0.892 1.560
H 1.041 0.786 1.376
H 0.377 0.758 -1.175
H -2.098 -0.146 -1.598
H -2.176 1.410 -0.644
H -2.402 -0.109 0.221
H -0.647 -1.518 0.549
H 0.786 -2.939 -1.118
H -0.589 -2.079 -1.843
H 1.033 -1.402 -1.840
O 2.295 -1.788 1.427
H 1.476 -1.278 1.171
H 2.177 -2.534 2.095
```

Properties
orbital gap = 10.13 eV
energy above the lowest of the compared OMol25 structures with the same formula, charge and spin = 187.0 kJ/mol
HOMO level = -9.1407 eV
LUMO = 1.0 eV
SMILES = CC[C@H](C)NC.O
E_tot = -329.43637 a.u.

=====

No. 9
# C5H15NO

A cluster of 2 separate species, C5H15NO in total (the ωB97M-V functional and the def2-TZVPD basis, the Open Molecules 2025 dataset).

Geometry as XYZ:
```
22
Properties=species:S:1:pos:R:3
C -1.773 -0.434 0.524
N -1.138 0.385 -0.486
C 0.106 0.069 -1.195
C 1.141 -0.888 -0.371
C 2.351 -0.042 0.020
C 1.363 -2.191 -1.083
H -1.267 -1.320 0.905
H -2.015 0.062 1.497
H -2.756 -0.785 0.189
H -1.271 1.353 -0.235
H -0.101 -0.497 -2.114
H 0.615 1.026 -1.365
H 0.529 -1.010 0.485
H 2.816 -0.240 0.984
H 3.261 -0.175 -0.622
H 2.161 1.018 -0.136
H 1.528 -3.022 -0.358
H 0.722 -2.683 -1.811
H 2.349 -2.163 -1.556
O -1.731 2.786 2.077
H -2.538 2.292 1.892
H -1.000 2.161 2.133
```

Properties
orbital gap = 9.14 eV
energy above the lowest of the compared OMol25 structures with the same formula, charge and spin = 198.7 kJ/mol
HOMO level = -8.3719 eV
LUMO = 0.8 eV
SMILES = CNCC(C)C.O
E_tot = -329.43193 a.u.

=====

No. 10
# C5H15NO

A cluster of 2 separate species, C5H15NO in total (the ωB97M-V functional and the def2-TZVPD basis, the Open Molecules 2025 dataset).

Geometry as XYZ:
```
22
Properties=species:S:1:pos:R:3
C 1.396 2.276 0.032
C 0.127 1.552 0.444
C 0.566 0.164 1.220
C 1.456 -0.779 0.291
C 0.777 -1.085 -1.028
N -0.427 -1.896 -1.011
H 1.854 1.898 -0.839
H 1.241 3.282 -0.182
H 2.083 2.306 0.964
H -0.521 1.433 -0.429
H -0.642 2.072 1.152
H 1.128 0.351 2.208
H -0.344 -0.372 1.743
H 2.475 -0.337 -0.001
H 1.535 -1.726 0.892
H 0.495 -0.171 -1.492
H 1.416 -1.593 -1.787
H -0.868 -1.972 -1.905
H -1.171 -1.299 -0.411
O -3.050 -0.316 0.115
H -3.571 -1.211 0.134
H -3.661 0.375 0.353
```

Properties
orbital gap = 9.29 eV
energy above the lowest of the compared OMol25 structures with the same formula, charge and spin = 195.2 kJ/mol
HOMO level = -8.7242 eV
LUMO = 0.6 eV
SMILES = CCCCCN.O
E_tot = -329.43326 a.u.